No. 1
C6H14 | the ωB97M-V functional and the def2-TZVPD basis

The geometry in XYZ format:
```
20
Properties=species:S:1:pos:R:3:forces:R:3
C 1.5049 -0.0248 1.8884 -0.044 0.101 -0.072
C 0.7720 0.5358 0.6637 -0.401 0.622 -0.093
C -0.2323 -0.4054 -0.0118 0.117 -0.545 0.023
C -1.3065 -0.8609 0.9802 0.145 0.307 0.493
C -0.8877 0.2164 -1.2394 -0.317 0.049 -0.320
C 0.0391 0.5121 -2.4218 0.221 -0.497 -0.187
H 2.0464 -0.9503 1.6444 -0.185 0.180 0.036
H 2.2500 0.7084 2.2269 -0.210 -0.225 0.058
H 0.8115 -0.2357 2.7200 0.329 0.099 -0.310
H 1.4967 0.8988 -0.0774 -0.008 -0.244 0.151
H 0.1976 1.4512 0.9455 0.336 -0.481 0.033
H 0.2917 -1.3133 -0.3594 0.067 0.179 0.121
H -2.0825 -1.4637 0.5095 0.020 -0.001 -0.089
H -1.7901 0.0145 1.4545 0.124 -0.306 -0.222
H -0.8619 -1.4566 1.7878 -0.153 0.093 -0.164
H -1.6718 -0.4724 -1.5929 0.141 0.171 0.125
H -1.4072 1.1265 -0.9222 -0.010 0.083 -0.061
H 0.8371 1.2132 -2.1507 -0.099 -0.179 -0.098
H 0.5027 -0.4451 -2.7731 -0.234 0.798 0.213
H -0.5097 0.9514 -3.2724 0.160 -0.203 0.361
```
Forces are in eV/Å.

Results
2S+1: 1
Structure (SMILES): CCC(C)CC
Max |F|, eV/A: 0.86
Kohn-Sham gap, eV: 12.22
Electronic energy, eV: -6449.2989
Energy relative to the best compared isomer or geometry (same formula, charge and spin), eV: 0.110


No. 2
C6H14AgClN2O2 | the ωB97M-V functional and the def2-TZVPD basis

The geometry in XYZ format:
```
26
Properties=species:S:1:pos:R:3:forces:R:3
Ag 2.6517 4.8054 -0.9566 -0.161 -0.357 0.007
Cl 1.5863 2.2815 -0.9830 -0.090 0.071 0.111
C -1.5750 -0.5773 -1.3675 1.329 0.685 -0.572
C -2.2348 0.3574 -0.3659 -1.605 -0.953 0.621
O -3.4306 0.1319 -0.1035 1.084 0.742 0.126
N -1.4866 1.3123 0.2419 0.161 -0.206 0.274
C -1.9710 2.2818 1.2502 -0.448 -0.616 -1.400
H -2.0992 -0.5837 -2.3232 -0.350 0.028 0.246
H -1.4279 -1.6065 -1.0401 -0.559 0.106 0.444
H -0.5591 -0.2605 -1.6036 0.015 0.282 -0.063
H -0.5890 1.5369 -0.1630 0.362 0.004 -0.147
H -2.5266 3.0186 0.6702 -0.184 0.370 0.447
H -1.1384 2.7708 1.7559 0.022 -0.279 -0.132
H -2.6527 1.7968 1.9489 0.151 -0.013 -0.026
C 1.0238 -0.8793 2.0419 0.291 0.341 1.015
C 1.4609 -1.7443 0.8912 0.051 -1.369 0.431
O 1.7116 -2.9477 1.0122 0.047 0.368 0.539
N 1.4646 -1.1789 -0.2975 0.459 0.253 -3.859
C 1.8451 -1.9245 -1.5841 -0.013 0.205 1.326
H 0.2269 -1.4118 2.5610 -0.383 0.301 -0.276
H 0.8195 0.1699 1.8284 -0.602 -0.239 -0.535
H 1.7618 -0.7579 2.8349 0.614 -0.572 -0.231
H 1.2415 -0.2042 -0.4400 0.247 0.258 0.297
H 1.5354 -1.4739 -2.5270 -0.634 0.672 0.557
H 1.4358 -2.9346 -1.5679 0.088 0.077 0.285
H 2.9260 -1.9782 -1.7140 0.109 -0.159 0.515
```
Forces are in eV/Å.

Results
2S+1: 2
Max |F|, eV/A: 3.89
Kohn-Sham gap (spin up / spin down), eV: 6.06 / 8.90
Charge: -1
<S²>: 0.752
Electronic energy, eV: -30048.3426


No. 3
C6H14BrHfO3 | the ωB97M-V functional and the def2-TZVPD basis

The geometry in XYZ format:
```
25
Properties=species:S:1:pos:R:3:forces:R:3
Hf 3.3878 3.0909 -5.3518 0.665 -2.750 1.684
Br 3.7968 0.8665 -3.8090 -0.555 2.883 -1.938
C -3.6809 -0.9352 -1.0807 -1.377 -0.151 -1.707
O -2.3529 -1.3346 -0.8755 0.654 0.696 0.530
C -2.0642 -1.8138 0.3873 -0.693 -0.334 0.029
C -0.6012 -1.8953 0.6803 0.230 -0.772 0.086
O 0.1447 -0.7146 0.4153 -0.518 0.300 -0.379
C 0.2404 0.1540 1.5045 0.928 -0.584 -0.206
C 1.0189 1.3955 1.0272 0.045 -0.049 -0.255
O 2.3340 1.0175 0.9633 0.015 -0.427 -0.567
C 3.2668 1.7240 0.1742 0.900 1.221 0.689
H -3.9723 -0.0251 -0.5362 0.313 -0.243 0.471
H -4.4375 -1.7265 -0.9234 0.335 -0.057 0.675
H -3.8174 -0.7138 -2.1397 0.489 0.066 0.011
H -2.5543 -2.7989 0.5259 -0.109 0.084 0.078
H -2.5780 -1.1861 1.1527 0.260 0.049 0.129
H -0.1583 -2.6789 0.0368 0.038 0.359 -0.314
H -0.4359 -2.2649 1.6962 -0.203 0.367 0.154
H 0.9750 -0.3694 2.1510 -0.293 0.493 0.671
H -0.7194 0.3560 1.9910 0.006 -0.245 0.164
H 0.8802 2.1080 1.8745 -0.117 -0.016 0.059
H 0.6602 1.8709 0.1107 -0.031 -0.044 -0.028
H 3.2278 1.6429 -0.9326 -0.679 -0.392 0.375
H 4.2601 1.4405 0.5144 -0.115 -0.442 -0.072
H 3.1798 2.7903 0.4436 -0.187 -0.013 -0.337
```
Forces are in eV/Å.

Results
2S+1: 1
Max |F|, eV/A: 3.52
Kohn-Sham gap, eV: 1.94
Charge: +3
Electronic energy, eV: -83899.4559
Energy relative to the best compared isomer or geometry (same formula, charge and spin), eV: 2.963


No. 4
C6H14ClNO | the ωB97M-V functional and the def2-TZVPD basis

The geometry in XYZ format:
```
23
Properties=species:S:1:pos:R:3:forces:R:3
C -1.9528 0.3854 -2.4875 3.681 4.848 -1.254
C -0.8331 -0.2470 -1.6804 0.519 -2.029 1.661
O 0.0521 0.7115 -1.0344 -0.246 -0.966 -0.671
C 0.8287 0.1306 -0.0066 0.084 0.493 0.002
C 1.6495 -1.1552 -0.3731 0.761 2.328 0.295
Cl 2.1546 1.4166 0.1950 0.583 0.531 0.054
N 0.0766 0.0681 1.1872 -1.165 -0.009 -0.279
C 0.6942 -0.6745 2.2646 1.216 2.014 0.443
C -0.6477 1.3202 1.6411 2.380 -0.189 -2.405
H -2.1793 1.4806 -2.1944 0.344 -1.756 0.358
H -1.6088 0.6359 -3.5587 -0.678 -1.127 1.341
H -2.8098 -0.1332 -2.4050 -2.900 -1.923 -0.179
H -0.2197 -0.9619 -2.3314 -0.716 1.040 0.749
H -1.2333 -0.9128 -0.7944 0.307 1.174 -1.747
H 2.4174 -0.8311 -1.1448 -1.467 -0.843 0.417
H 2.2694 -1.4059 0.4897 -0.215 -0.107 -0.150
H 0.9619 -1.9445 -0.5621 -0.187 -0.827 -0.671
H 1.7888 -0.6921 2.1443 -0.158 0.617 0.580
H 0.4160 -0.2927 3.2636 0.189 -0.017 -0.602
H 0.4618 -1.6693 2.2183 -1.067 -2.698 -0.025
H -1.2498 1.7532 0.7878 0.741 -0.530 1.123
H -1.2422 1.0223 2.4577 -0.772 -0.048 0.922
H 0.2056 1.9957 1.9233 -1.235 0.024 0.038
```
Forces are in eV/Å.

Results
2S+1: 1
Structure (SMILES): CCO[C@@](C)(Cl)N(C)C
Max |F|, eV/A: 6.21
Kohn-Sham gap, eV: 9.61
Electronic energy, eV: -22507.5617
Energy relative to the best compared isomer or geometry (same formula, charge and spin), eV: 1.187


No. 5
C6H14CuNOP | the ωB97M-V functional and the def2-TZVPD basis

The geometry in XYZ format:
```
24
Properties=species:S:1:pos:R:3:forces:R:3
C 2.3740 -0.9264 0.7587 -0.020 -0.082 -0.131
C 0.8500 -0.8630 0.6793 0.047 -0.182 0.053
N 0.3480 -0.5678 -0.6591 -0.535 0.481 0.903
C -0.9513 -1.0182 -1.0468 0.339 -0.089 -0.403
C -2.0573 -1.3044 0.0460 -0.096 -0.235 -0.034
P -2.8280 0.0497 0.9103 -0.271 -0.082 0.170
C 0.8111 0.6625 -1.2161 0.237 -0.021 -0.056
C 0.4756 2.0396 -0.5970 0.339 0.350 0.330
O 1.4832 0.6771 -2.1886 0.130 -0.038 -0.564
H 2.7149 -1.9357 0.5374 0.023 0.014 -0.055
H 2.8514 -0.2725 0.0266 0.021 0.091 0.131
H 2.7182 -0.6726 1.7596 0.010 0.013 -0.022
H 0.4569 -0.1173 1.4016 -0.086 -0.006 -0.077
H 0.4316 -1.8212 0.9829 0.006 0.010 0.014
H -1.3542 -0.3621 -1.8207 0.017 -0.086 -0.056
H -0.8474 -2.0187 -1.4905 -0.116 0.011 -0.005
H -2.8669 -1.7853 -0.5132 0.041 -0.014 0.009
H -1.7288 -2.0327 0.7872 0.036 0.029 -0.003
H -3.2075 1.0589 0.0167 0.103 0.090 -0.019
H -1.9752 0.6227 1.8632 0.094 0.099 -0.075
H -0.4656 2.4378 -0.9777 -0.058 -0.101 0.111
H 0.4536 1.9807 0.5290 -0.430 -0.699 -0.081
H 1.2894 2.6854 -0.9551 -0.089 0.013 -0.104
Cu 1.0244 3.4834 1.1661 0.259 0.433 -0.033
```
Forces are in eV/Å.

Results
2S+1: 2
Max |F|, eV/A: 1.15
Kohn-Sham gap (spin up / spin down), eV: 7.43 / 5.17
Charge: +2
<S²>: 0.757
Electronic energy, eV: -63893.2613


No. 6
C6H14I2N2O5Rh | the ωB97M-V functional and the def2-TZVPD basis

The geometry in XYZ format:
```
30
Properties=species:S:1:pos:R:3:forces:R:3
Rh -0.3689 0.3648 -0.6501 0.109 -0.443 0.070
C 2.0428 0.2686 3.8924 -0.010 -0.003 0.026
O 0.7755 0.2053 3.2098 0.095 0.011 0.166
C 0.7004 0.3629 1.9217 -0.107 -0.017 -0.413
O -0.4216 0.3180 1.3922 0.269 0.024 0.035
N 1.8346 0.6280 1.2121 -0.065 0.032 0.051
N 1.7539 0.6286 -0.2026 -0.147 -0.169 0.219
H 1.8029 0.1678 4.9442 0.005 -0.004 -0.003
H 2.5235 1.2308 3.7178 -0.005 0.003 0.004
H 2.6782 -0.5625 3.5858 -0.002 -0.004 -0.005
H 2.7385 0.4346 1.6139 -0.026 -0.011 0.018
H 2.2239 -0.2051 -0.5517 -0.001 0.019 -0.008
H 2.1931 1.4733 -0.5546 0.027 -0.003 -0.001
I -0.1969 0.5859 -3.2938 -0.203 0.041 0.118
C -0.6440 2.6688 -3.1198 0.005 -0.132 -0.100
I -0.5401 3.2136 -1.0817 -0.065 0.455 0.098
H -1.6617 2.8199 -3.4563 0.001 -0.014 -0.042
H 0.0729 3.2467 -3.6891 -0.011 -0.017 -0.029
C -3.1428 0.7594 -0.0405 0.068 0.290 0.325
O -2.2644 -0.0359 -0.7806 0.174 -0.079 -0.512
H -3.7117 0.1487 0.6673 0.011 -0.014 -0.004
H -3.8507 1.2694 -0.7048 0.013 0.029 0.011
H -2.6242 1.5341 0.5517 -0.178 -0.141 -0.062
C -0.5471 -3.6715 -1.5831 0.018 -0.072 0.032
O -0.7206 -2.2348 -1.5323 -0.038 -0.112 -0.173
C 0.0156 -1.5705 -0.6750 0.091 0.406 0.154
O 0.8989 -2.0188 0.0174 -0.015 -0.082 0.029
H -0.8385 -3.9674 -2.5849 -0.012 -0.005 0.003
H -1.2079 -4.1257 -0.8488 0.019 0.002 0.014
H 0.4865 -3.9371 -1.3766 -0.019 0.008 -0.021
```
Forces are in eV/Å.

Results
2S+1: 1
Max |F|, eV/A: 0.55
Kohn-Sham gap, eV: 7.46
Charge: +1
Electronic energy, eV: -38868.5265
Energy relative to the best compared isomer or geometry (same formula, charge and spin), eV: 0.000


No. 7
C6H14MnO3 | the ωB97M-V functional and the def2-TZVPD basis

The geometry in XYZ format:
```
24
Properties=species:S:1:pos:R:3:forces:R:3
H 0.1943 0.3873 0.6669 -1.209 1.412 1.598
C 0.2084 2.2760 -1.0295 -0.402 -0.872 -0.297
O 0.7663 2.3146 0.2429 1.052 0.478 0.648
C -0.0938 1.9252 1.3021 1.048 0.842 -3.451
H -0.4041 3.1672 -1.2515 0.342 -0.244 -0.057
H 0.9975 2.0493 -1.7581 -0.263 0.578 0.196
H 0.2700 2.3497 2.2501 0.152 -1.156 -0.149
H -0.9547 2.5386 0.9644 -0.255 -0.604 0.579
Mn -1.1950 0.5402 -0.9848 1.526 0.714 -0.409
C -1.9456 1.0081 1.8599 -1.120 -0.132 0.039
O -2.3228 0.4463 0.6264 -0.405 -0.449 0.818
C -3.3492 -0.5665 0.6492 -0.863 -0.392 0.205
C -2.8049 -1.9706 0.7377 -0.163 -0.279 0.145
O -2.2481 -2.1920 2.0033 -0.102 0.774 -0.184
C -1.3920 -3.3069 2.0503 0.386 -0.668 0.059
H -2.5253 1.9291 1.9677 0.351 -0.345 0.680
H -1.7388 0.3206 2.6806 -0.107 0.062 -0.344
H -3.8934 -0.4512 -0.2965 -0.059 0.008 0.214
H -4.0233 -0.3428 1.4861 0.099 -0.118 -0.250
H -2.0624 -2.1465 -0.0638 -0.004 0.025 0.078
H -3.6451 -2.6666 0.5552 0.196 0.153 -0.073
H -1.0003 -3.3800 3.0713 -0.172 0.001 -0.303
H -1.9332 -4.2337 1.7942 0.172 0.234 0.114
H -0.5444 -3.1856 1.3545 -0.199 -0.023 0.145
```
Forces are in eV/Å.

Results
2S+1: 7
Max |F|, eV/A: 3.70
Kohn-Sham gap (spin up / spin down), eV: 7.41 / 6.92
Charge: +1
<S²>: 12.020
Electronic energy, eV: -43895.8332
Energy relative to the best compared isomer or geometry (same formula, charge and spin), eV: 6.591


No. 8
C6H14N2 | the ωB97M-V functional and the def2-TZVPD basis

The geometry in XYZ format:
```
22
Properties=species:S:1:pos:R:3:forces:R:3
C -1.4474 -1.6914 -0.3977 0.093 -0.202 -0.125
N -1.7867 1.0362 0.1102 -0.072 -0.157 0.033
C -2.8634 0.1519 -0.2279 0.207 0.326 0.136
N -2.7683 -1.0852 -0.4526 0.038 0.182 -0.068
H -1.3042 -2.3048 -1.2923 -0.032 0.064 -0.008
H -1.4073 -2.3795 0.4505 -0.041 0.009 0.074
H -0.6220 -0.9843 -0.3199 -0.056 -0.008 0.040
H -1.5788 1.6681 -0.6740 0.032 -0.097 -0.033
H -2.1053 1.6630 0.8550 -0.032 0.052 -0.055
H -3.8530 0.6051 -0.2722 -0.104 -0.192 0.026
C 2.7621 -0.5863 1.1533 -0.010 -0.112 0.189
C 2.2033 0.3416 0.1171 -0.064 0.012 0.066
C 2.0828 -0.0214 -1.1527 0.036 0.265 -0.085
C 1.7422 1.6884 0.5914 0.107 -0.022 0.112
H 3.5203 -0.0867 1.7621 0.043 0.013 -0.046
H 3.2022 -1.4802 0.7049 -0.034 0.056 0.004
H 1.9787 -0.9078 1.8488 -0.028 0.045 -0.037
H 1.6568 0.6822 -1.8581 -0.012 -0.150 -0.142
H 2.3788 -1.0010 -1.5024 0.016 -0.070 -0.045
H 1.4774 2.3317 -0.2428 -0.029 0.073 -0.094
H 2.5100 2.1781 1.1989 -0.020 -0.016 -0.027
H 0.8464 1.6019 1.2091 -0.038 -0.071 0.085
```
Forces are in eV/Å.

Results
2S+1: 2
Max |F|, eV/A: 0.41
Kohn-Sham gap (spin up / spin down), eV: 2.71 / 9.43
Charge: -1
<S²>: 0.750
Electronic energy, eV: -9426.8632
Energy relative to the best compared isomer or geometry (same formula, charge and spin), eV: 0.463


Repeat the seventh record exactly.
C6H14MnO3 | the ωB97M-V functional and the def2-TZVPD basis

The geometry in XYZ format:
```
24
Properties=species:S:1:pos:R:3:forces:R:3
H 0.1943 0.3873 0.6669 -1.209 1.412 1.598
C 0.2084 2.2760 -1.0295 -0.402 -0.872 -0.297
O 0.7663 2.3146 0.2429 1.052 0.478 0.648
C -0.0938 1.9252 1.3021 1.048 0.842 -3.451
H -0.4041 3.1672 -1.2515 0.342 -0.244 -0.057
H 0.9975 2.0493 -1.7581 -0.263 0.578 0.196
H 0.2700 2.3497 2.2501 0.152 -1.156 -0.149
H -0.9547 2.5386 0.9644 -0.255 -0.604 0.579
Mn -1.1950 0.5402 -0.9848 1.526 0.714 -0.409
C -1.9456 1.0081 1.8599 -1.120 -0.132 0.039
O -2.3228 0.4463 0.6264 -0.405 -0.449 0.818
C -3.3492 -0.5665 0.6492 -0.863 -0.392 0.205
C -2.8049 -1.9706 0.7377 -0.163 -0.279 0.145
O -2.2481 -2.1920 2.0033 -0.102 0.774 -0.184
C -1.3920 -3.3069 2.0503 0.386 -0.668 0.059
H -2.5253 1.9291 1.9677 0.351 -0.345 0.680
H -1.7388 0.3206 2.6806 -0.107 0.062 -0.344
H -3.8934 -0.4512 -0.2965 -0.059 0.008 0.214
H -4.0233 -0.3428 1.4861 0.099 -0.118 -0.250
H -2.0624 -2.1465 -0.0638 -0.004 0.025 0.078
H -3.6451 -2.6666 0.5552 0.196 0.153 -0.073
H -1.0003 -3.3800 3.0713 -0.172 0.001 -0.303
H -1.9332 -4.2337 1.7942 0.172 0.234 0.114
H -0.5444 -3.1856 1.3545 -0.199 -0.023 0.145
```
Forces are in eV/Å.

Results
2S+1: 7
Max |F|, eV/A: 3.70
Kohn-Sham gap (spin up / spin down), eV: 7.41 / 6.92
Charge: +1
<S²>: 12.020
Electronic energy, eV: -43895.8332
Energy relative to the best compared isomer or geometry (same formula, charge and spin), eV: 6.591


> Look up the electronic energy of the sixth one.

-38868.5265 eV